Record 1
Entry from the OMol25 dataset: a molecular structure, C50H49BrCl3N7O6SSc (ωB97M-V/def2-TZVPD).

Structure (XYZ):
```
118
Properties=species:S:1:pos:R:3:lowdin_charge:R:1
Sc 0.79858 -1.41463 0.19847 0.6148
O 4.50429 -4.46003 -2.65521 0.0331
C 3.81240 -5.21206 -1.70183 -0.2406
C 4.26644 -6.47070 -1.28637 -0.0314
C 3.46234 -7.22544 -0.47002 -0.0982
C 2.25903 -6.77651 0.07710 -0.0475
C 1.89223 -5.44124 -0.25804 -0.0221
C 2.65484 -4.67174 -1.13116 -0.0785
C 2.06257 -3.34412 -1.73652 -0.3836
O 0.91557 -2.95323 -1.05218 -0.2943
N 3.01349 -2.27434 -1.74169 0.0283
N 2.95002 -1.43420 -0.68945 -0.0243
C 3.97904 -0.81287 -0.36034 -0.0808
C 3.95642 0.13794 0.77061 -0.1586
Br 1.40290 -2.59980 2.27220 0.1873
C 5.04650 0.27283 1.56703 0.0521
C 5.16700 1.24310 2.68916 -0.2230
C 4.25565 1.21495 3.77834 -0.0373
C 4.25479 2.23037 4.74528 -0.0633
C 5.17158 3.28582 4.58430 -0.0983
C 6.08416 3.30487 3.58461 -0.0758
C 6.12376 2.24562 2.66110 -0.0270
H 5.27004 -4.97344 -2.91332 0.1036
H 5.24818 -6.80520 -1.57625 0.1116
H 3.87179 -8.17119 -0.08310 0.1146
H 1.77897 -7.31065 0.87322 0.0974
H 1.02733 -5.01752 0.19916 0.0779
H 1.83795 -3.58840 -2.79294 0.1552
H 3.95183 -2.50918 -2.04651 0.1240
H 4.92172 -0.97054 -0.90253 0.1533
H 5.93238 -0.36916 1.29101 0.1519
H 3.53747 0.37470 3.83660 0.1236
H 3.66549 2.23674 5.66970 0.1160
H 5.11810 4.05746 5.31035 0.0981
H 6.75004 4.18299 3.43177 0.1263
H 6.81484 2.26200 1.81141 0.1243
N 1.59821 0.66183 1.02620 0.0631
C 2.81873 1.03979 0.89594 -0.1737
C 3.19905 2.46962 0.77983 -0.1588
C 2.94129 3.45853 1.72601 -0.0100
C 3.35212 4.78458 1.43687 -0.0572
C 3.92899 5.19569 0.25654 -0.0858
C 4.16694 4.19813 -0.69567 -0.0631
C 3.83744 2.87066 -0.41148 -0.0229
H 2.54623 3.21672 2.67779 0.0832
H 3.19331 5.59333 2.20485 0.1311
H 4.05674 6.21530 0.02568 0.0969
H 4.65238 4.50064 -1.64323 0.1205
H 4.15901 2.12109 -1.13296 0.1210
Cl -8.50395 -5.12607 2.84748 0.7259
C -7.59691 -4.12108 1.81341 -0.6689
C -6.49230 -3.43879 2.31032 -0.0909
C -5.77736 -2.64936 1.46495 -0.0273
C -6.13688 -2.52820 0.11390 -0.1716
C -5.32815 -1.69566 -0.88937 -0.3483
C -4.36658 -2.53946 -1.70210 -0.0324
N -3.08528 -2.75216 -0.95164 -0.0022
C -2.93105 -3.52502 0.19752 0.0010
C -1.77824 -3.05042 0.78353 -0.1095
N -1.28782 -1.99450 0.05154 -0.0560
C -2.13035 -1.81615 -0.94468 -0.1471
O -4.78032 -0.67550 -0.12714 -0.0949
C -4.29753 0.57996 -0.72096 -0.1150
C -5.03178 1.23431 -1.85389 -0.3295
C -4.42416 1.55072 -3.03971 -0.9517
Cl -2.79611 1.23973 -3.39627 0.7778
S -5.43695 2.51379 -4.02392 1.0448
C -6.69757 2.40594 -2.88902 -0.4119
C -6.34827 1.73434 -1.80384 -0.1526
C -7.25096 -3.20106 -0.35939 -0.5303
Cl -7.77910 -2.88581 -2.04352 0.7055
C -8.00802 -3.93778 0.49540 -0.1180
H -6.12774 -3.58787 3.28209 0.0996
H -4.91724 -2.11141 1.85518 0.1247
H -5.99319 -1.28615 -1.67838 0.1028
H -4.28765 -2.12245 -2.70157 0.1341
H -4.84333 -3.52745 -1.90617 0.1414
H -3.61424 -4.28096 0.52201 0.1273
H -1.25917 -3.39480 1.63260 0.0547
H -2.01928 -1.07140 -1.71014 0.1117
H -3.32740 0.46897 -1.19860 0.0363
H -4.19629 1.23939 0.18232 0.1517
H -7.67184 2.83825 -3.10766 0.0869
H -7.06906 1.65969 -0.99691 0.1310
H -8.98938 -4.22261 0.20577 0.1052
O -0.81394 5.84670 -0.90286 -0.0183
C 0.41926 5.62935 -1.51190 -0.2478
N 0.63462 4.25160 -1.89860 0.0992
C -0.03045 3.57367 -2.87246 -0.4223
O -0.84248 4.14541 -3.60693 0.0593
C 0.30594 2.09407 -2.93340 -0.1533
C 0.47945 1.52665 -4.18612 -0.0063
C 0.61558 0.17864 -4.24305 -0.0216
C 0.70855 -0.50804 -3.04054 -0.1067
N 0.67154 0.05731 -1.83289 0.0517
C 0.54761 1.38981 -1.80389 -0.0811
H -1.53465 5.65687 -1.50893 0.0884
H 1.21327 5.96210 -0.82054 0.1286
H 0.51358 6.20902 -2.40700 0.1210
H 1.18668 3.69836 -1.21080 0.1266
H 0.47578 2.12487 -5.09594 0.1436
H 0.76941 -0.41171 -5.12608 0.1207
H 0.72165 -1.56446 -3.05389 0.0900
H 0.46120 1.82275 -0.82618 0.0981
C -1.37102 0.82343 1.90330 -0.0243
C -0.21422 1.69076 2.28193 -0.5987
C 0.51067 1.16554 3.54426 -0.0106
C -0.60067 3.09785 2.48962 -0.0161
O 0.75655 1.77332 1.18229 -0.1542
H -2.27752 0.94826 2.55164 0.1209
H -1.16929 -0.29588 1.92549 0.0775
H -1.73365 1.10517 0.94667 0.0637
H -0.07981 1.38368 4.42893 0.0949
H 1.48152 1.68794 3.74343 0.0748
H 0.63486 0.06612 3.47531 0.0478
H -1.49162 3.19977 3.20084 0.1375
H -0.83464 3.54892 1.54818 0.0843
H 0.25748 3.63008 2.84665 0.0750
```

## Properties
- energy relative to the best compared isomer or geometry (same formula, charge and spin) (kcal per mole) = 41.0
- total charge = +1
- lowest unoccupied orbital energy (eV) = -2.7
- spin multiplicity = 1
- gap between HOMO and LUMO (eV) = 7.757



Record 2
Entry from the OMol25 dataset: a molecular structure, C50H49CrN5OSSbSi (ωB97M-V/def2-TZVPD).

Structure (XYZ):
```
109
Properties=species:S:1:pos:R:3:lowdin_charge:R:1
Cr -0.42720 -0.38122 0.66198 0.7384
C 1.57244 0.00047 -2.27102 -0.0288
C 1.55303 -1.37984 -1.71829 -0.2654
C 2.34688 -2.30504 -2.40972 -0.0090
C 2.36241 -3.62703 -2.06457 -0.0438
C 1.54049 -4.01833 -1.01630 -0.1428
C 0.79626 -3.06934 -0.34344 -0.4281
N 0.80640 -1.74440 -0.65364 0.0329
Sb -0.41658 -3.96899 1.16909 1.5745
C -2.19435 -2.79952 0.82961 -0.4365
C -3.31301 -3.61065 0.74035 -0.1399
C -4.54856 -3.03510 0.48751 -0.0372
C -4.60917 -1.66855 0.36634 -0.0098
C -3.45810 -0.88705 0.46627 -0.2902
C -3.63109 0.59632 0.33740 -0.0452
N -2.25219 -1.45972 0.66968 -0.0068
C 0.65700 -3.14556 2.82675 -0.4691
C 1.02539 -4.10593 3.75790 -0.1402
C 1.75854 -3.70943 4.86553 -0.0529
C 2.06223 -2.37431 4.99835 -0.0150
C 1.66248 -1.46146 4.02108 -0.3003
C 2.01416 -0.01854 4.20146 -0.0018
N 0.98199 -1.85240 2.92838 0.0797
H 2.60351 0.34435 -2.35879 0.0996
H 1.01221 0.71114 -1.68940 0.0212
H 1.13723 -0.02646 -3.27455 0.1100
H 2.94090 -1.93502 -3.23420 0.1266
H 2.96754 -4.34339 -2.60477 0.1150
H 1.47383 -5.05737 -0.72116 0.0755
H -3.21483 -4.67925 0.87857 0.0770
H -5.44037 -3.64140 0.39874 0.1157
H -5.55176 -1.16889 0.18875 0.1253
H -4.57340 0.87801 0.80680 0.0826
H -3.66953 0.86825 -0.71612 0.0833
H -2.81827 1.14811 0.79709 0.0580
H 0.72923 -5.13827 3.62558 0.0782
H 2.07408 -4.42793 5.61073 0.1122
H 2.61540 -2.01440 5.85487 0.1170
H 2.23446 0.18705 5.24783 0.0904
H 1.19847 0.62677 3.88874 0.0556
H 2.90191 0.23516 3.61666 0.0925
N 1.25552 1.03166 1.03416 0.0222
C 2.47329 1.35901 0.29959 -0.2350
C 2.41084 2.34822 -0.71932 -0.2450
C 1.19650 2.99547 -1.07025 -0.0710
C 1.12714 3.92186 -2.09565 -0.0945
C 2.24540 4.26256 -2.84313 -0.1251
C 3.43974 3.61022 -2.55151 -0.1101
C 3.52588 2.68110 -1.53405 -0.0678
C 3.65846 0.62622 0.70085 -0.1757
C 4.92956 1.23267 0.80545 -0.0512
C 6.04372 0.52785 1.22003 -0.0964
C 5.95538 -0.81624 1.57272 -0.1194
C 4.71664 -1.43488 1.49824 -0.1048
C 3.60104 -0.73554 1.06394 -0.0734
H 0.28056 2.74140 -0.55484 0.0947
H 0.17069 4.38211 -2.31560 0.0985
H 2.18713 4.99720 -3.63440 0.0855
H 4.32432 3.81854 -3.14278 0.0952
H 4.46866 2.17411 -1.38289 0.0891
H 5.02085 2.29012 0.59696 0.1060
H 6.99488 1.04094 1.29730 0.0984
H 6.83061 -1.36272 1.89685 0.0894
H 4.61586 -2.48178 1.76364 0.0968
H 2.66070 -1.26738 0.99328 0.0702
C -2.47950 0.58542 -10.12171 -0.0785
C -2.50548 0.76479 -8.62849 -0.7333
O -1.88882 1.59487 -8.02993 0.0497
S -3.58569 -0.44225 -7.81564 0.9929
C -3.05961 -0.24473 -6.13490 -0.5470
C -2.31095 -1.25613 -5.54009 -0.0952
C -1.85487 -1.10641 -4.24421 -0.0292
C -2.12408 0.06395 -3.52484 -0.2333
C -2.89062 1.06204 -4.12664 -0.0168
C -3.36042 0.90683 -5.41987 -0.0859
C -1.60244 0.20602 -2.20012 -0.0942
C -1.11043 0.28940 -1.09246 -0.0762
H -2.14805 1.50418 -10.59822 0.0855
H -3.45564 0.28170 -10.49856 0.0700
H -1.77332 -0.21537 -10.34741 0.0883
H -2.09135 -2.15690 -6.09804 0.1022
H -1.27654 -1.89104 -3.77220 0.1132
H -3.11110 1.96631 -3.57497 0.1189
H -3.95463 1.68381 -5.88016 0.1125
C -3.92513 0.58181 3.51430 -0.1697
Si -2.09555 0.14407 3.64667 0.4295
C -2.11559 -1.69156 4.05715 -0.1550
C -1.44115 0.95400 5.22457 -0.1554
N -1.10559 0.59891 2.27515 -0.1684
C -0.60152 1.90977 2.31826 -0.3410
C -1.26376 2.99006 2.90943 -0.0620
C -0.65566 4.23160 3.01869 -0.0844
C 0.63276 4.41821 2.54484 -0.0780
C 1.28707 3.36990 1.91143 -0.0172
C 0.65889 2.14743 1.76417 -0.2160
H -4.37438 0.46779 4.50396 0.0372
H -4.46077 -0.08520 2.83675 0.0137
H -4.10181 1.60657 3.18546 0.0276
H -2.85343 -1.81363 4.85494 0.0428
H -1.15748 -2.03646 4.44351 0.0140
H -2.42467 -2.34311 3.24129 0.0024
H -1.26121 0.19014 5.98448 0.0315
H -2.15719 1.66680 5.63671 0.0349
H -0.51171 1.49827 5.06571 0.0214
H -2.26395 2.85092 3.29828 0.0869
H -1.19479 5.05195 3.47422 0.1006
H 1.12088 5.37866 2.63616 0.1000
H 2.28059 3.49941 1.50770 0.1203
H 1.52523 0.33367 1.72993 0.0656
```

## Properties
- energy relative to the best compared isomer or geometry (same formula, charge and spin) (kcal per mole) = 0.0
- total charge = 0
- lowest unoccupied orbital energy (spin up / spin down) (eV) = -0.4 / -0.5
- spin multiplicity = 4
- gap between HOMO and LUMO (spin up / spin down) (eV) = 4.427 / 4.444
- <S²> = 3.8961